A cluster of 3 separate species, C19H41O3P in total. Source: the OMol25 dataset; level of theory: ωB97M-V with the def2-TZVPD basis set.

Multiplicity: 1
LUMO energy: 0.028 Eh
SMILES string: CCCCCCCCP(O)[C@@H](C)CCC.CC(C)=O.CC(C)=O
E_HOMO: -7.735 eV
Gap between HOMO and LUMO: 8.51 eV

The geometry in XYZ format:
```
64
Properties=species:S:1:pos:R:3:forces:R:3
C -5.468 -1.903 -0.570 0.1 -0.6 0.1
C -5.034 -0.578 -1.443 0.3 0.1 0.2
C -5.384 0.860 -0.688 0.4 -1.1 -0.3
C -4.438 0.992 0.672 -0.8 -0.9 0.3
C -4.698 2.357 1.536 -1.0 -0.4 -0.2
C -4.038 3.723 0.934 0.3 0.6 0.9
C -2.583 3.561 0.206 0.5 1.7 -0.4
C -1.293 3.842 1.234 -0.3 -0.3 0.5
P 0.278 3.484 0.176 0.0 0.2 -1.1
O 1.673 4.350 0.765 -2.0 -0.3 1.6
C 0.543 1.566 0.371 0.3 -0.7 1.1
C 0.849 0.833 -1.075 -0.5 0.6 0.5
C 1.706 1.291 1.496 0.4 -1.1 -0.3
C 2.280 -0.277 1.438 -0.1 0.6 0.8
C 1.078 -1.384 1.652 0.9 0.1 -0.1
H -5.701 -2.829 -1.280 0.5 2.1 1.4
H -6.453 -1.703 0.059 2.1 -0.3 -1.3
H -4.608 -2.290 0.160 -1.9 1.1 -1.5
H -3.870 -0.573 -1.626 -2.3 -0.2 0.3
H -5.544 -0.665 -2.497 0.9 0.4 2.1
H -6.533 0.822 -0.426 2.3 0.3 -0.2
H -5.212 1.718 -1.465 -0.2 -1.5 1.6
H -3.287 0.770 0.448 -2.5 0.7 0.3
H -4.779 0.085 1.369 0.7 1.9 -1.5
H -5.880 2.528 1.541 2.5 -0.4 0.1
H -4.419 2.137 2.665 -0.3 0.7 -2.4
H -4.800 4.314 0.233 1.7 -1.6 1.3
H -3.866 4.451 1.865 -0.4 -1.5 -2.0
H -2.511 4.450 -0.588 -0.1 -2.0 1.6
H -2.428 2.579 -0.409 -0.4 1.7 1.4
H -1.310 3.107 2.144 -0.2 1.5 -1.4
H -1.280 4.976 1.605 -0.2 -2.5 -0.8
H 1.488 4.828 1.626 0.4 -1.0 -1.3
H -0.464 1.120 0.802 1.9 0.9 -0.9
H 0.289 -0.197 -1.079 1.4 1.9 -0.1
H 0.387 1.482 -1.943 1.1 -1.2 1.7
H 2.009 0.728 -1.201 -2.4 0.1 0.0
H 2.667 1.975 1.333 -2.3 -1.2 0.4
H 1.224 1.458 2.567 1.2 -0.2 -2.2
H 3.019 -0.359 2.370 -1.4 0.1 -2.1
H 2.917 -0.460 0.449 -1.5 0.3 2.3
H 1.559 -2.269 2.282 -1.3 1.7 -1.4
H 0.186 -0.891 2.258 1.8 -1.2 -1.3
H 0.714 -1.796 0.605 0.6 0.8 2.3
C 1.283 -2.308 -5.357 -0.5 -0.1 0.1
C 1.751 -2.356 -3.927 -1.0 -0.4 1.3
C 3.183 -1.981 -3.653 0.0 -0.1 0.5
O 0.993 -2.689 -3.018 1.0 0.4 -1.2
H 0.229 -2.604 -5.404 0.2 0.1 0.0
H 1.378 -1.291 -5.745 0.2 -0.1 -0.1
H 1.868 -3.003 -5.964 0.1 0.2 -0.1
H 3.363 -0.949 -3.966 0.1 -0.1 -0.2
H 3.853 -2.662 -4.184 0.0 0.2 -0.1
H 3.380 -2.062 -2.579 -0.1 0.0 -0.2
C 7.072 -2.378 2.098 0.1 0.3 -0.4
C 5.659 -2.829 1.838 -0.9 0.6 -1.4
C 5.049 -3.796 2.816 -0.5 0.0 -0.2
O 5.029 -2.423 0.863 0.8 -0.5 1.3
H 7.381 -1.682 1.310 -0.1 -0.2 0.2
H 7.126 -1.863 3.060 0.1 -0.2 0.0
H 7.745 -3.239 2.088 0.0 0.1 0.2
H 5.013 -3.344 3.811 0.2 -0.2 0.0
H 5.631 -4.720 2.839 0.0 0.1 0.2
H 4.027 -4.033 2.502 0.2 0.1 0.0
```
Forces are in eV/Å.

---

A structure of composition C6H7Li2O7. Source: the OMol25 dataset; level of theory: ωB97M-V with the def2-TZVPD basis set.

Total charge: -1
Multiplicity: 1
LUMO energy: -0.024 Eh
Relative energy (zero: lowest compared OMol25 entry of this formula, charge and spin): 0.0385 eV
E_HOMO: -1.972 eV
Gap between HOMO and LUMO: 1.33 eV

The geometry in XYZ format:
```
22
Properties=species:S:1:pos:R:3:forces:R:3
Li -4.999 12.380 -2.496 0.1 0.2 1.3
Li -6.625 14.573 0.752 0.6 -0.6 0.3
C -6.134 18.301 4.403 1.5 -1.1 -2.0
C -5.011 18.043 3.600 0.0 2.3 0.5
C -3.689 18.848 3.888 1.2 0.4 2.5
O -2.624 18.577 3.319 -0.8 0.0 -0.7
C -3.692 19.821 5.024 -0.5 -3.0 -3.0
C -4.842 19.956 5.778 0.3 5.1 1.0
C -6.075 19.106 5.496 -2.7 -1.0 4.1
O -7.052 18.946 6.330 2.0 1.6 -0.8
O -4.856 21.053 6.495 -1.2 -2.9 -0.4
O -5.057 17.333 2.613 0.3 -2.1 -2.1
H -6.943 17.597 4.280 -0.4 0.2 0.1
H -2.853 20.496 5.099 -0.1 0.0 0.3
O -5.002 12.159 0.374 -0.6 0.4 -1.9
H -5.246 11.301 -0.023 -0.1 0.3 0.6
O -9.006 13.315 2.075 0.3 0.2 -0.3
H -8.799 12.968 2.943 0.2 -0.1 0.3
H -9.955 13.221 1.998 -0.2 0.1 -0.1
O -6.467 15.671 -2.331 0.0 -0.4 0.3
H -6.028 16.522 -2.320 0.2 0.3 0.1
H -6.742 15.555 -3.240 -0.2 0.0 -0.2
```
Forces are in eV/Å.

---

A cluster of 2 separate species, C7H9ClNPS2 in total. Source: the OMol25 dataset; level of theory: ωB97M-V with the def2-TZVPD basis set.

Multiplicity: 1
LUMO energy (alpha / beta): -0.071 / -0.068 Eh
Relative energy (zero: lowest compared OMol25 entry of this formula, charge and spin): 2.8179 eV
E_HOMO (alpha / beta): -8.564 / -8.464 eV
Gap between HOMO and LUMO (alpha / beta): 6.63 / 6.62 eV

The geometry in XYZ format:
```
21
Properties=species:S:1:pos:R:3:forces:R:3
C 3.531 -0.327 -0.491 -0.6 2.3 2.4
C 2.736 0.621 0.222 1.2 0.0 0.8
C 2.955 -1.228 -1.244 -0.9 -3.1 -3.4
C 1.360 0.673 0.127 0.4 -1.9 -2.1
C 1.605 -1.153 -1.524 -1.6 0.1 0.6
C 0.811 -0.275 -0.811 -0.4 1.5 1.0
C -2.940 1.040 2.004 -1.9 0.3 1.5
N -3.336 1.264 0.634 -0.1 -1.2 -1.8
P -1.009 -0.485 -0.772 -1.0 -1.7 1.0
S -2.861 -2.573 0.389 0.7 0.8 -0.3
S -1.956 1.335 -0.420 -0.6 1.4 -0.1
Cl -1.437 -0.914 -2.693 -0.1 -0.1 -0.7
H 4.567 -0.426 -0.401 1.5 0.4 0.7
H 3.295 1.179 0.975 -0.4 0.4 -0.4
H 3.514 -2.056 -1.735 -0.2 0.9 0.4
H 0.657 1.352 0.562 0.3 0.4 0.7
H 1.079 -1.797 -2.205 0.3 -0.4 -0.2
H -3.881 0.927 2.704 1.9 -0.4 -1.5
H -2.165 0.306 2.054 -0.1 -1.3 0.6
H -2.438 1.910 2.379 0.1 0.9 0.0
H -4.088 0.627 0.247 1.4 0.8 0.8
```
Forces are in eV/Å.

---

A cluster of 9 separate species, C11H41N11O10 in total. Source: the OMol25 dataset; level of theory: ωB97M-V with the def2-TZVPD basis set.

Multiplicity: 1
LUMO energy: 0.001 Eh
SMILES string: COCCNCCOC.NC(N)=O.NC(N)=O.NC(N)=O.NC(N)=O.NC(N)=O.O.O.O
E_HOMO: -8.217 eV
Gap between HOMO and LUMO: 8.24 eV

The geometry in XYZ format:
```
73
Properties=species:S:1:pos:R:3:forces:R:3
C -0.399 1.777 -3.071 1.9 -0.9 -0.6
O -1.146 1.440 -4.223 -1.9 1.1 0.0
C -1.757 0.186 -4.152 1.8 -1.3 0.0
C -0.635 -0.914 -4.250 -1.0 -1.3 0.7
N -0.008 -1.307 -2.999 -0.1 0.5 1.8
C -0.948 -1.866 -2.012 0.9 -0.4 0.4
C -0.208 -2.367 -0.744 1.0 -0.2 -1.1
O 0.566 -3.543 -1.090 -0.9 -0.2 0.1
C 1.546 -3.930 -0.141 1.0 0.7 -0.5
H 0.563 1.310 -3.309 0.5 0.3 0.7
H -0.679 1.329 -2.120 -0.7 0.1 -0.2
H -0.207 2.845 -2.978 -0.5 0.1 -0.2
H -2.445 -0.019 -4.973 0.2 0.7 -0.4
H -2.376 0.050 -3.262 0.2 0.1 0.3
H 0.190 -0.667 -4.918 -0.4 0.4 -0.3
H -1.129 -1.839 -4.580 -0.2 0.1 -0.8
H 0.696 -2.020 -3.135 0.1 0.1 -0.3
H -1.477 -2.708 -2.473 -0.4 -0.1 0.2
H -1.662 -1.113 -1.683 0.0 0.0 -0.1
H -0.866 -2.572 0.102 -0.2 0.0 -0.1
H 0.514 -1.593 -0.471 -0.1 0.2 0.3
H 1.968 -4.910 -0.361 -0.7 -0.3 -0.2
H 1.257 -3.890 0.909 -0.3 0.1 -0.1
H 2.424 -3.292 -0.279 0.0 0.4 0.4
N 4.144 2.985 -1.894 1.5 0.0 -0.5
C 2.946 2.776 -1.350 -2.2 1.1 0.3
N 2.810 1.546 -0.860 0.3 -1.6 0.6
O 2.007 3.592 -1.300 0.9 -0.3 -0.3
H 4.812 2.264 -1.690 0.4 0.3 -0.4
H 4.453 3.802 -2.388 -0.4 0.1 0.2
H 2.022 1.262 -0.301 0.1 0.1 -0.1
H 3.608 0.936 -0.849 -0.2 -0.2 0.0
N -0.938 0.267 1.815 0.1 -1.3 1.5
C 0.206 0.787 1.328 -2.3 0.3 0.5
N -0.125 1.536 0.261 2.2 0.9 -1.0
O 1.328 0.688 1.834 -0.4 0.2 -0.6
H -0.970 -0.270 2.678 0.3 -0.2 -0.2
H -1.793 0.247 1.291 0.2 0.3 -0.1
H 0.529 2.293 0.107 -0.5 0.2 -0.6
H -1.089 1.648 0.002 -0.1 0.4 -0.1
N -4.499 3.253 0.262 -1.3 -0.6 0.5
C -3.465 3.058 -0.595 2.0 0.1 1.5
N -2.958 4.278 -0.895 0.2 -0.4 -1.2
O -2.889 1.981 -0.788 -1.1 0.2 -0.8
H -5.294 2.644 0.348 0.3 -0.1 0.2
H -4.474 4.131 0.737 -0.7 0.0 0.2
H -2.116 4.369 -1.435 0.1 -0.1 0.4
H -3.373 5.057 -0.429 0.2 0.5 -0.5
N -0.138 -3.527 3.053 0.6 0.4 0.7
C -1.163 -2.683 3.297 0.6 0.0 -0.2
N -2.307 -3.204 2.805 -1.8 0.7 0.3
O -1.036 -1.589 3.854 -0.4 -0.7 -0.2
H 0.778 -3.124 3.194 0.2 -0.5 -0.1
H -0.360 -4.336 2.506 0.8 -0.1 -0.1
H -2.347 -4.100 2.358 0.1 0.1 -0.1
H -3.050 -2.548 2.615 0.2 -0.3 0.2
N 2.846 -2.172 3.979 -0.3 -0.5 -0.5
C 3.446 -2.181 2.746 2.0 -1.8 -0.1
N 3.510 -1.001 2.151 0.0 2.8 -1.2
O 4.052 -3.122 2.195 -1.3 0.1 1.3
H 2.944 -2.973 4.579 0.1 0.0 -0.1
H 2.662 -1.268 4.385 -0.3 -0.1 0.3
H 2.932 -0.178 2.299 -0.2 -0.8 0.0
H 4.023 -0.983 1.286 -0.1 -0.3 0.1
O 1.909 0.740 4.419 0.1 -0.3 0.8
H 1.231 0.542 3.759 0.2 0.1 -0.1
H 2.736 0.675 3.939 0.1 0.4 -0.1
O -0.072 5.001 -0.349 -0.5 0.2 0.3
H 0.749 4.504 -0.464 0.2 0.0 -0.3
H -0.316 5.266 -1.239 0.3 0.1 -0.1
O -3.554 -1.246 1.091 -0.2 0.2 -0.2
H -3.702 -0.465 0.543 0.0 0.0 -0.1
H -4.438 -1.545 1.325 -0.1 0.1 -0.1
```
Forces are in eV/Å.

---

The molecule C7H10. Source: the OMol25 dataset; level of theory: ωB97M-V with the def2-TZVPD basis set.

Multiplicity: 1
LUMO energy: 0.042 Eh
SMILES string: C#CC1(CC)CC1
Relative energy (zero: lowest compared OMol25 entry of this formula, charge and spin): 2.4922 eV
E_HOMO: -9.244 eV
Gap between HOMO and LUMO: 10.39 eV

The geometry in XYZ format:
```
17
Properties=species:S:1:pos:R:3:forces:R:3
C -0.986 -0.154 2.428 0.2 0.0 -0.4
C -0.365 -0.170 1.395 -0.2 0.0 0.4
C 0.363 -0.239 0.140 -0.1 0.1 0.0
C -0.075 0.724 -0.972 0.0 0.0 0.0
C -1.510 1.226 -0.848 -0.1 0.0 0.0
C 0.896 -1.613 -0.217 -0.1 -0.2 -0.1
C 1.843 -0.540 0.213 0.2 0.1 0.1
H -1.539 -0.139 3.341 0.1 0.0 -0.2
H 0.068 0.223 -1.938 0.0 0.1 0.2
H 0.602 1.587 -0.965 -0.1 -0.1 0.0
H -2.237 0.407 -0.890 0.1 0.1 0.0
H -1.739 1.933 -1.654 0.0 -0.1 0.1
H -1.649 1.742 0.108 0.0 -0.1 -0.2
H 0.691 -2.417 0.483 0.0 0.1 -0.1
H 0.877 -1.903 -1.265 0.0 0.1 0.2
H 2.454 -0.064 -0.552 -0.1 -0.1 0.1
H 2.306 -0.606 1.193 -0.1 0.0 -0.1
```
Forces are in eV/Å.

---

A cluster of 2 separate species, C4H9NO3 in total. Source: the OMol25 dataset; level of theory: ωB97M-V with the def2-TZVPD basis set.

Multiplicity: 1
LUMO energy: -0.082 Eh
Relative energy (zero: lowest compared OMol25 entry of this formula, charge and spin): 5.2930 eV
E_HOMO: -9.318 eV
Gap between HOMO and LUMO: 7.10 eV

The geometry in XYZ format:
```
17
Properties=species:S:1:pos:R:3:forces:R:3
C -1.672 -0.641 0.607 -4.7 -1.4 -1.5
O -2.272 -0.583 1.686 0.7 0.8 0.8
C 0.088 -0.507 0.806 5.5 0.9 1.1
C 0.679 -0.627 -0.447 -0.1 -0.3 0.4
C 1.091 0.511 -1.210 0.1 1.2 -2.3
O 1.748 0.179 -2.374 -0.3 -1.1 0.4
O 0.870 1.689 -1.019 -0.4 0.0 0.9
N 0.292 0.686 1.507 -0.4 0.6 -0.7
H -1.804 -1.612 0.112 0.9 -0.5 -0.2
H -1.793 0.131 -0.163 0.3 0.7 0.3
H 0.434 -1.304 1.472 -1.3 -0.7 -0.2
H -2.812 -3.466 2.067 0.3 0.2 -0.2
H 0.902 -1.571 -0.925 -0.3 -0.1 0.3
H 1.624 0.867 -3.039 0.2 0.4 0.4
H -0.191 0.852 2.376 -0.3 -0.5 -0.1
H -2.360 -2.948 1.760 -0.3 -0.3 0.3
H 0.271 1.503 0.905 0.2 0.1 0.1
```
Forces are in eV/Å.

---

Which max |F| belongs to each record? In order, 0.053; 0.101; 0.092; 0.059; 0.008; 0.112 hartree/bohr.
Which molecular weight belongs to each record? In order, 348.5; 205.0; 237.7; 487.5; 94.2; 119.1 g mol⁻¹.
Which total energy belongs to each record? In order, -35793.3825; -21073.4966; -52373.6428; -48941.0841; -7418.5425; -11922.2485 eV.